C36H67N2O18S | ωB97M-V with the def2-TZVPD basis set

Structure (XYZ):
```
124
Properties=species:S:1:pos:R:3:mulliken_charge:R:1
C 3.52490 3.45109 3.04452 -1.078
C 2.31768 3.06104 2.68797 -0.279
C 1.30019 4.01784 2.12674 0.015
C 0.90656 3.85767 0.64861 -1.691
C -0.35313 2.96798 0.54857 1.221
C -0.06470 1.61550 -0.13054 -0.574
S 1.43618 0.71598 0.30497 -0.016
C 0.89982 -0.86897 1.01839 -0.415
C -0.22217 -1.61963 0.29108 -0.675
C -1.36086 3.73509 -0.34960 -0.968
C -2.36477 2.91039 -1.13584 0.032
O -2.39881 2.90017 -2.32111 -0.455
O -3.28468 2.23610 -0.35912 -0.424
N -0.88478 2.91269 2.00944 0.605
C -0.91050 1.58357 2.72997 -1.493
C -2.08955 0.65828 2.43944 2.310
C -3.44241 1.36749 2.57732 -1.997
C -1.99218 -0.50821 3.45902 -1.511
C -0.04647 3.89146 2.80779 -0.393
O -0.77017 5.13127 2.77669 -0.468
C -1.27416 5.48914 3.91662 0.535
N -1.72537 5.80260 4.92269 -0.430
H 4.23821 2.74106 3.43943 0.310
H 3.84457 4.48309 2.96144 0.311
H 2.05052 2.01414 2.77189 0.107
H 1.66921 5.03577 2.25676 0.848
H 1.71766 3.53173 -0.00029 0.534
H 0.64844 4.86678 0.31975 0.654
H 0.03915 1.88059 -1.18485 0.467
H -0.92545 0.95468 -0.06901 -0.802
H 1.81346 -1.46124 0.95554 0.667
H 0.69680 -0.75631 2.08555 0.359
H 0.19640 -2.39014 -0.35519 0.369
H -0.84243 -0.98570 -0.34111 0.032
H -0.85098 -2.14026 1.01452 0.027
H -0.79230 4.28806 -1.09440 0.521
H -1.91636 4.47075 0.24316 0.586
H -3.04936 1.30609 -0.26296 0.206
H -1.82239 3.31964 2.04227 0.502
H -0.94343 1.80672 3.79692 0.823
H 0.04557 1.10609 2.52561 -0.217
H -2.00064 0.18512 1.45936 -0.419
H -4.22817 0.77578 2.10652 0.446
H -3.49621 2.35342 2.11179 0.374
H -3.70863 1.47441 3.63077 0.526
H -2.89003 -0.55480 4.07423 0.420
H -1.88051 -1.46975 2.96116 0.266
H -1.15001 -0.38572 4.14450 0.390
H 0.05404 3.57760 3.84451 0.852
C 0.34347 -7.41573 3.18526 -1.103
C -0.67034 -6.38666 3.62987 -0.216
O -1.02270 -5.48215 2.56067 -0.287
C -1.88695 -5.97250 1.67101 0.671
O -2.40834 -7.05352 1.70155 -0.557
O -2.08251 -5.04197 0.73028 -0.229
C -2.95477 -5.45185 -0.33217 -0.607
H 1.22318 -6.92811 2.76372 0.284
H 0.65491 -8.01903 4.03768 0.367
H -0.07895 -8.07817 2.43159 0.321
H -0.25951 -5.74209 4.40457 0.285
H -1.57520 -6.85465 4.01497 0.325
H -3.89745 -5.82136 0.06408 0.318
H -2.48090 -6.22565 -0.93288 0.320
H -3.12177 -4.56431 -0.93556 0.114
C 1.20444 1.31881 -5.07987 -1.298
C 1.84297 0.94307 -3.76115 0.656
O 2.05420 -0.46944 -3.63416 -0.300
C 3.12351 -0.94279 -4.28558 0.706
O 3.90590 -0.28614 -4.91966 -0.556
O 3.16158 -2.25981 -4.11065 -0.324
C 4.23190 -2.92141 -4.79901 -0.637
H 0.28493 0.75261 -5.23284 0.300
H 0.96537 2.38255 -5.09063 0.380
H 1.87922 1.10856 -5.90780 0.389
H 1.17786 1.18672 -2.93179 -0.529
H 2.78530 1.46981 -3.60862 0.386
H 5.18895 -2.46688 -4.55439 0.320
H 4.06772 -2.87720 -5.87449 0.306
H 4.21749 -3.95299 -4.45950 0.172
C -0.93775 8.86418 5.84156 -0.957
C -0.45536 10.28536 6.02675 -0.341
O 0.24874 10.45213 7.26875 -0.344
C 1.49999 9.99720 7.27992 0.792
O 2.07605 9.47751 6.35616 -0.571
O 2.00676 10.20576 8.49187 -0.332
C 3.34467 9.73080 8.67296 -0.631
H -1.54642 8.54464 6.68731 0.293
H -1.54030 8.78864 4.93598 0.350
H -0.09344 8.18199 5.75397 0.289
H -1.29129 10.97869 6.09117 0.307
H 0.18861 10.59854 5.20526 0.332
H 4.00194 10.12784 7.90277 0.296
H 3.36592 8.64242 8.64848 0.289
H 3.65182 10.08756 9.65076 0.222
C -3.82912 0.38817 -3.47634 -0.502
C -4.75310 -0.80395 -3.34311 -0.370
O -5.88304 -0.70475 -4.21903 -0.384
C -5.63606 -1.01882 -5.49529 0.789
O -4.57678 -1.38455 -5.93606 -0.556
O -6.75610 -0.85001 -6.18747 -0.346
C -6.63573 -1.10773 -7.59283 -0.632
H -4.37382 1.31855 -3.32327 0.324
H -3.02781 0.32560 -2.73707 -0.162
H -3.37450 0.41343 -4.46563 0.342
H -5.18670 -0.85133 -2.34449 0.335
H -4.22782 -1.74025 -3.53303 0.340
H -6.21283 -2.09418 -7.76724 0.301
H -6.00961 -0.35109 -8.06199 0.296
H -7.64537 -1.05448 -7.98670 0.223
C 6.08244 -10.38212 -3.97489 -1.089
C 5.18461 -9.53789 -3.09929 -0.185
O 5.04817 -8.19580 -3.60701 -0.360
C 4.20458 -8.05795 -4.62608 0.737
O 3.53772 -8.92458 -5.12685 -0.551
O 4.22486 -6.77789 -5.01190 -0.271
C 3.40005 -6.48828 -6.14324 -0.530
H 7.05088 -9.89837 -4.10512 0.293
H 6.23914 -11.35670 -3.51275 0.354
H 5.63705 -10.53443 -4.95673 0.316
H 5.61513 -9.40852 -2.10838 0.284
H 4.19609 -9.98284 -2.99115 0.316
H 2.37887 -6.82768 -5.98448 0.330
H 3.80145 -6.95085 -7.04321 0.309
H 3.41613 -5.40779 -6.24905 0.069
```

Properties
Energy   -3273.695444 a.u.
Multiplicity   1
Strongest force on any atom   0.0139 Eh/bohr
Net charge   +1